Below is a cluster of 4 separate species, C16H31ClO6S in total, with properties calculated with ωB97M-V/def2-TZVPD.

SMILES string = C[C@@H](Cl)C[C@H]1CCOS(=O)(=O)C1.CC(C)=O.CC(C)=O.CC(C)=O
Kohn-Sham gap = 9.9 eV
E_LUMO = 0.0159 hartree
Highest occupied orbital energy = -0.348 Ha
Energy above the lowest of the compared OMol25 structures with the same formula, charge and spin = 0.6408 eV

```
55
C16H31ClO6S | OMol25 | ωB97M-V/def2-TZVPD
C 1.17 0.11 1.43
C 2.13 0.32 0.25
Cl 3.41 1.51 0.83
C 2.91 -0.95 -0.19
C 2.08 -2.26 -0.13
C 2.79 -3.29 -1.09
C 4.24 -3.60 -0.65
O 4.34 -4.31 0.59
S 3.70 -3.48 1.85
O 4.53 -2.35 2.31
O 3.45 -4.42 2.96
C 2.04 -2.94 1.27
H 0.77 1.07 1.79
H 1.75 -0.32 2.27
H 0.33 -0.55 1.19
H 1.60 0.83 -0.57
H 3.20 -0.81 -1.25
H 3.84 -0.99 0.39
H 1.07 -2.10 -0.54
H 2.82 -2.90 -2.12
H 2.19 -4.21 -1.04
H 4.66 -4.27 -1.41
H 4.86 -2.69 -0.66
H 1.51 -2.38 2.04
H 1.49 -3.89 1.14
C -2.05 -0.07 -1.40
C -1.71 1.34 -1.01
O -0.84 1.58 -0.21
C -2.51 2.44 -1.67
H -1.40 -0.76 -0.86
H -3.09 -0.29 -1.15
H -1.89 -0.21 -2.47
H -3.57 2.33 -1.43
H -2.37 2.41 -2.74
H -2.16 3.41 -1.29
C -0.65 1.64 5.81
C 0.52 0.73 5.54
O 0.41 -0.23 4.81
C 1.82 1.05 6.21
H -1.52 1.29 5.26
H -0.88 1.65 6.87
H -0.41 2.65 5.47
H 1.70 1.03 7.30
H 2.17 2.04 5.90
H 2.57 0.31 5.93
C -4.99 1.16 -5.53
C -4.66 2.58 -5.14
O -3.79 2.82 -4.34
C -5.45 3.68 -5.79
H -4.34 0.48 -4.99
H -6.03 0.94 -5.28
H -4.83 1.02 -6.60
H -6.51 3.57 -5.56
H -5.31 3.65 -6.88
H -5.11 4.64 -5.42
```

Here are the natural (NBO) charges for atoms 1 to 5, given in e: number 1, C, carries -0.63; number 2, C, carries -0.14; number 3, Cl, carries -0.11; number 4, C, carries -0.46; number 5, C, carries -0.22